(1)
{
  "formula": "C25H57ClN4OS",
  "method": "the ωB97M-V functional and the def2-TZVPD basis",
  "species": ["O", "C", "C", "C", "C", "C", "C", "Cl", "C", "S", "N", "H", "H", "H", "H", "H", "H", "H", "H", "H", "H", "H", "H", "C", "C", "N", "C", "C", "C", "C", "H", "H", "H", "H", "H", "H", "H", "H", "H", "H", "H", "H", "H", "H", "H", "C", "C", "N", "C", "C", "C", "C", "H", "H", "H", "H", "H", "H", "H", "H", "H", "H", "H", "H", "H", "H", "H", "C", "C", "N", "C", "C", "C", "C", "H", "H", "H", "H", "H", "H", "H", "H", "H", "H", "H", "H", "H", "H", "H"],
  "positions_angstrom": [[-0.3286, 2.2426, 4.0116], [-0.3154, 1.6631, 2.8085], [0.2924, 2.2251, 1.3587], [-1.1068, 2.1317, 0.5000], [-1.8369, 3.5741, 0.7765], [-1.4434, 4.7364, -0.3551], [-0.1323, 5.6325, 0.0579], [0.4336, 6.6263, -1.4471], [-1.7406, 0.7499, 1.1147], [-1.2057, -0.5582, -0.1428], [-0.8977, 0.3244, 2.3355], [1.0035, 1.5172, 0.7507], [0.7062, 3.2722, 1.6922], [-1.0305, 1.9344, -0.6518], [-1.6614, 3.9351, 1.8823], [-3.0133, 3.4095, 0.6563], [-1.2732, 4.2754, -1.4338], [-2.3762, 5.4792, -0.3628], [0.8064, 5.0178, 0.3900], [-0.4536, 6.3169, 0.9559], [-2.8967, 0.7019, 1.3330], [-1.4626, -0.0927, -1.4644], [-0.0412, -0.1720, 1.9530], [-5.6665, 4.4339, -1.5036], [-7.0155, 4.5240, -0.7954], [-6.9139, 4.7755, 0.6448], [-8.1779, 4.5765, 1.3575], [-9.3360, 5.5097, 1.0174], [-6.1535, 5.9624, 1.0434], [-6.6126, 7.3134, 0.5029], [-5.0223, 3.6830, -1.0340], [-5.8138, 4.1420, -2.5484], [-5.1409, 5.3936, -1.5055], [-7.5184, 3.5612, -0.9509], [-7.6282, 5.2811, -1.2971], [-7.9974, 4.6211, 2.4405], [-8.5114, 3.5465, 1.1758], [-9.1943, 6.5039, 1.4452], [-10.2646, 5.1123, 1.4424], [-9.4899, 5.6090, -0.0601], [-5.1089, 5.8166, 0.7446], [-6.1110, 6.0187, 2.1388], [-6.8468, 7.2826, -0.5644], [-5.8151, 8.0517, 0.6384], [-7.4851, 7.6881, 1.0404], [3.6199, -0.3241, -0.0121], [2.7996, -1.1310, -1.0148], [3.1698, -0.8926, -2.4127], [2.2041, -1.4396, -3.3684], [2.0277, -2.9546, -3.4067], [4.5775, -1.1082, -2.7561], [5.1698, -2.4884, -2.4873], [3.5770, 0.7470, -0.2364], [3.2223, -0.4707, 0.9973], [4.6686, -0.6364, 0.0034], [1.7515, -0.8389, -0.8726], [2.8662, -2.1927, -0.7531], [2.4528, -1.0893, -4.3797], [1.2246, -0.9924, -3.1548], [2.8683, -3.4481, -3.8982], [1.1318, -3.2053, -3.9856], [1.9003, -3.3857, -2.4105], [5.1797, -0.3707, -2.2127], [4.7390, -0.8564, -3.8123], [4.8947, -2.8809, -1.5049], [6.2630, -2.4295, -2.5182], [4.8704, -3.2113, -3.2478], [2.5394, -8.0579, 0.8103], [3.9555, -7.9335, 1.3659], [4.8703, -7.1876, 0.4972], [6.2754, -7.3166, 0.8901], [6.6867, -6.7448, 2.2435], [4.4495, -5.8357, 0.1215], [4.1742, -4.8406, 1.2449], [2.5453, -8.4938, -0.1944], [1.9430, -8.7115, 1.4550], [2.0301, -7.0903, 0.7686], [4.3378, -8.9549, 1.4869], [3.9042, -7.4982, 2.3700], [6.9138, -6.8739, 0.1131], [6.5330, -8.3837, 0.8836], [6.7411, -5.6548, 2.2231], [7.6872, -7.1062, 2.5059], [6.0117, -7.0483, 3.0477], [3.5419, -5.9163, -0.4881], [5.1898, -5.3987, -0.5611], [3.5816, -5.2732, 2.0551], [3.6096, -3.9895, 0.8493], [5.0982, -4.4397, 1.6646]],
  "forces_ev_per_a": [[-0.089, -4.048, -8.096], [0.999, 1.587, 3.070], [-0.925, 0.414, 0.782], [0.262, 1.726, 0.891], [-1.434, -0.452, -0.743], [-0.089, 0.276, 0.521], [-0.506, -0.768, 0.691], [-0.663, -0.798, 1.649], [0.532, 0.153, -0.577], [-0.618, -0.056, -0.705], [-0.279, 1.592, 0.283], [-0.779, 1.287, 2.009], [-0.710, -1.930, -1.570], [0.291, 0.828, 2.323], [-0.227, -0.637, -2.210], [2.430, 0.424, 0.315], [-0.482, 0.888, 2.369], [2.132, -1.582, -0.285], [-1.950, 1.105, -0.843], [0.852, -0.979, -2.035], [2.498, 0.278, -0.362], [0.004, -0.022, 1.901], [-1.280, 0.704, 0.600], [0.066, 0.111, 0.043], [0.203, -0.016, 0.180], [-0.069, -0.136, 0.241], [0.080, -0.270, 0.014], [-0.292, 0.157, 0.105], [0.231, -0.188, -0.136], [-0.013, 0.341, 0.049], [-0.083, 0.111, 0.018], [-0.020, 0.054, 0.132], [-0.010, -0.107, 0.006], [-0.087, 0.164, 0.273], [-0.069, 0.059, -0.154], [0.178, 0.084, -0.215], [0.168, 0.078, -0.132], [-0.015, -0.042, -0.122], [0.106, 0.026, -0.051], [0.044, 0.003, 0.082], [-0.096, -0.105, -0.090], [-0.203, -0.213, -0.151], [0.006, -0.038, 0.077], [-0.068, -0.070, -0.020], [0.009, -0.019, -0.151], [0.110, -0.013, -0.075], [0.140, 0.218, -0.145], [-0.143, 0.082, -0.239], [-0.087, 0.232, 0.057], [-0.092, -0.279, -0.186], [0.048, 0.288, 0.220], [0.230, -0.242, -0.106], [0.044, -0.136, -0.054], [0.031, -0.043, -0.099], [-0.096, 0.084, 0.017], [0.064, -0.124, -0.299], [-0.024, -0.152, 0.130], [0.165, 0.012, 0.236], [0.135, 0.039, 0.169], [-0.050, -0.008, 0.121], [0.083, 0.034, 0.067], [0.040, 0.045, -0.058], [-0.172, -0.036, 0.058], [-0.305, -0.029, 0.123], [-0.027, 0.042, -0.044], [-0.098, 0.000, 0.013], [-0.021, -0.031, 0.151], [-0.028, 0.113, -0.065], [-0.029, 0.073, -0.261], [0.272, -0.029, -0.118], [-0.031, -0.230, -0.162], [0.256, 0.134, 0.200], [-0.256, -0.206, -0.172], [0.018, 0.318, 0.106], [0.052, 0.115, 0.114], [0.106, 0.093, -0.041], [0.035, -0.104, -0.033], [0.230, 0.233, -0.050], [-0.063, -0.006, 0.172], [-0.284, 0.035, 0.031], [-0.220, 0.051, -0.010], [-0.070, -0.079, 0.071], [-0.109, 0.022, -0.032], [0.026, 0.037, -0.083], [0.040, -0.137, 0.098], [0.075, -0.274, 0.155], [0.053, -0.003, -0.066], [0.023, -0.054, 0.025], [-0.101, -0.059, 0.088]],
  "mol_weight_g_mol": 497.28,
  "smiles": "O=C1C[C@H](CCCCl)[C@@H](S)N1.CCN(CC)CC.CCN(CC)CC.CCN(CC)CC",
  "e_above_lowest_ev": 3.8550,
  "homo_lumo_gap_ev": 8.14
}



(2)
{
  "formula": "C25H59Cl2N3O12",
  "method": "the ωB97M-V functional and the def2-TZVPD basis",
  "species": ["C", "C", "C", "O", "C", "N", "H", "H", "H", "H", "H", "H", "H", "H", "H", "H", "H", "C", "C", "C", "O", "C", "N", "H", "H", "H", "H", "H", "H", "H", "H", "H", "H", "H", "C", "C", "C", "O", "C", "N", "H", "H", "H", "H", "H", "H", "H", "H", "H", "H", "H", "C", "C", "O", "C", "O", "O", "C", "H", "H", "H", "H", "H", "H", "H", "H", "C", "C", "O", "C", "O", "O", "C", "H", "H", "H", "H", "H", "H", "H", "H", "C", "C", "O", "C", "O", "O", "C", "H", "H", "H", "H", "H", "H", "H", "H", "C", "Cl", "Cl", "H", "H"],
  "positions_angstrom": [[7.9870, 2.2133, 0.9390], [7.3117, 2.8854, -0.2415], [5.7883, 2.9923, -0.1676], [5.1997, 1.7277, -0.1741], [3.7816, 1.7799, -0.1836], [7.9096, 4.2358, -0.3938], [7.6002, 2.5953, 1.8841], [9.0626, 2.3936, 0.9482], [7.8332, 1.1341, 0.9042], [7.4623, 2.4472, -1.2361], [5.4985, 3.5419, -1.0786], [5.4995, 3.6950, 0.6266], [3.3881, 0.9015, 0.3137], [3.3609, 1.7723, -1.1978], [3.4152, 2.7350, 0.1965], [8.9165, 4.1731, -0.4247], [7.5867, 4.6202, -1.2748], [-2.1026, 0.9019, -3.8389], [-3.0482, -0.0738, -3.1288], [-2.5885, -1.5144, -3.3873], [-3.6573, -2.4380, -3.3029], [-3.1979, -3.7563, -3.4356], [-2.9779, 0.2014, -1.6797], [-1.2096, 1.0597, -3.2317], [-2.5860, 1.8753, -3.9059], [-1.8212, 0.5755, -4.8388], [-4.0739, 0.0387, -3.4821], [-1.7707, -1.7715, -2.7026], [-2.1701, -1.6303, -4.4012], [-4.0133, -4.4365, -3.1875], [-2.4293, -4.0153, -2.6988], [-2.8155, -3.9918, -4.4332], [-2.0301, 0.0587, -1.3433], [-3.5611, -0.5137, -1.2546], [-3.9277, 4.2457, -2.2112], [-2.9877, 4.1331, -1.0308], [-3.5792, 3.9579, 0.3705], [-4.5054, 4.9820, 0.6287], [-5.1276, 4.8133, 1.8771], [-2.0237, 3.0367, -1.2100], [-4.5975, 5.1022, -2.1010], [-4.6141, 3.3919, -2.2627], [-3.3754, 4.2522, -3.1491], [-2.4210, 5.0662, -0.9222], [-2.7396, 3.9821, 1.0751], [-3.9932, 2.9385, 0.4238], [-6.1004, 5.3157, 1.8719], [-4.6249, 5.2230, 2.7583], [-5.3927, 3.7626, 2.0381], [-2.5209, 2.1396, -1.3454], [-1.5943, 3.2152, -2.1113], [0.7807, -5.5016, -6.0721], [0.8372, -3.9768, -6.0807], [0.9227, -3.5724, -4.7003], [0.9329, -2.2667, -4.4799], [0.9517, -1.4079, -5.3161], [1.0154, -2.0671, -3.1655], [1.5508, -0.8381, -2.7188], [-0.1434, -5.8691, -5.6291], [1.6590, -5.8193, -5.5136], [0.7358, -5.8301, -7.1107], [-0.1279, -3.5876, -6.4137], [1.6842, -3.5825, -6.6368], [0.9354, 0.0524, -2.8571], [2.5941, -0.7204, -3.0053], [1.5355, -0.9216, -1.6281], [1.5239, -0.0259, 5.6258], [2.4420, -1.1643, 6.0685], [2.0852, -1.6457, 7.3514], [0.9522, -2.3359, 7.4799], [0.3192, -2.8343, 6.5843], [0.6954, -2.4492, 8.7680], [-0.1777, -3.4672, 9.1906], [1.5614, 0.8613, 6.2570], [0.4779, -0.2952, 5.4607], [1.7708, 0.2637, 4.6006], [3.4637, -0.8012, 6.1224], [2.3706, -1.9016, 5.2671], [-0.5086, -3.2491, 10.2057], [0.3485, -4.4187, 9.3185], [-1.0474, -3.6653, 8.5690], [-2.4525, -0.7002, 2.8794], [-3.2795, -0.9570, 1.6320], [-3.0341, -2.2729, 1.0752], [-1.9049, -2.4591, 0.4418], [-1.0847, -1.6546, 0.0655], [-1.7422, -3.7822, 0.2819], [-0.4475, -4.2172, -0.1690], [-2.7229, -1.3521, 3.7041], [-2.5442, 0.3646, 3.1062], [-1.3827, -0.7991, 2.6790], [-3.2308, -0.1540, 0.8967], [-4.3402, -0.9897, 1.8783], [-0.2436, -3.8759, -1.1807], [-0.4148, -5.2977, -0.0784], [0.2551, -3.7911, 0.5476], [-0.2971, 1.8656, 1.3341], [0.5040, 1.7595, 2.9361], [0.6564, 1.2726, -0.0243], [-1.1810, 1.2346, 1.3581], [-0.6771, 2.8724, 1.2078]],
  "forces_ev_per_a": [[-0.196, -0.540, -0.220], [0.418, 0.743, -0.826], [0.644, 1.238, -0.725], [-0.259, -0.091, 0.529], [0.118, 0.281, -0.731], [-0.981, 0.226, 0.391], [-0.135, 0.053, -0.054], [0.020, 0.002, -0.174], [-0.055, 0.029, 0.127], [0.337, -1.141, 0.517], [-0.103, -0.061, -0.134], [-0.199, -0.604, 0.528], [0.027, 0.155, 0.394], [0.355, -0.180, -0.275], [-0.052, -0.228, 0.687], [0.045, -0.081, -0.073], [0.199, 0.189, 0.051], [-0.470, 0.204, 0.155], [1.288, -0.498, 0.178], [0.120, -0.121, -1.159], [0.033, 0.165, 0.545], [-0.185, -0.666, 0.561], [-1.042, -0.028, -0.316], [0.172, -0.196, -0.114], [-0.008, 0.080, -0.112], [0.014, -0.017, 0.044], [-0.003, 0.032, 0.076], [-0.085, -0.041, 0.211], [0.045, 0.278, -0.009], [-0.216, 0.155, -0.305], [0.274, 0.309, -0.028], [-0.009, 0.183, -0.121], [0.038, -0.253, -0.041], [0.103, 0.102, 0.333], [-1.143, -0.176, 0.565], [0.702, 0.047, 0.584], [0.299, -0.281, -0.922], [-0.009, -0.219, 0.362], [-1.382, -0.050, 0.203], [-0.147, 0.023, -0.125], [0.281, 0.201, -0.275], [0.214, -0.192, 0.095], [0.036, 0.337, -0.012], [0.104, -0.024, -0.419], [-0.024, 0.108, 0.097], [-0.491, 0.156, 0.186], [0.149, 0.194, -0.322], [0.638, -0.155, -0.263], [0.323, -0.083, 0.152], [0.030, 0.567, 0.195], [0.371, -0.141, 0.074], [-0.009, 0.918, -0.234], [-1.228, -0.460, 0.505], [0.037, -0.325, 0.250], [0.736, 0.262, 0.032], [-0.179, 0.283, -0.316], [-0.300, -0.411, 0.082], [0.036, 0.436, 1.663], [0.123, 0.108, 0.365], [-0.076, -0.608, -0.262], [0.512, -0.226, 0.049], [0.355, 0.217, -0.578], [-0.117, 0.092, -0.057], [0.009, -0.191, -0.932], [-0.152, 0.163, -0.432], [0.164, -0.301, -0.065], [-0.184, 0.286, -0.688], [-1.006, 0.918, -1.223], [0.130, 0.059, 0.516], [0.304, -0.627, -0.928], [-0.038, 0.193, 0.024], [0.087, 0.355, 0.701], [-0.471, -1.245, 0.882], [0.112, -0.081, 0.105], [0.019, -0.438, 0.633], [0.590, 0.094, 0.219], [0.053, -0.162, 0.303], [0.121, -0.525, 0.473], [-0.032, 0.522, -0.170], [0.257, 0.103, -0.420], [0.127, 0.454, -0.320], [0.487, 0.445, -0.762], [-0.626, -0.138, 0.354], [-0.651, 0.775, 0.280], [1.471, -1.149, -0.527], [-0.434, 0.529, 0.256], [-0.517, -0.283, -0.112], [-0.038, 0.635, 0.657], [-0.104, 0.141, 0.091], [-0.343, -0.119, 0.481], [-0.033, -0.305, -0.092], [0.635, -0.204, -0.242], [0.006, -0.184, 0.167], [0.073, -0.002, -0.020], [-0.272, -0.020, -0.140], [0.385, -0.049, -0.362], [-0.842, -0.294, 0.341], [-0.123, 0.045, -0.696], [-0.005, 0.356, 0.267], [0.152, -0.193, 0.185], [0.596, 0.162, -0.388]],
  "mol_weight_g_mol": 664.66,
  "smiles": "COC[C@H](C)N.COC[C@H](C)N.COC[C@H](C)N.CCOC(=O)OC.CCOC(=O)OC.CCOC(=O)OC.ClCCl",
  "homo_lumo_gap_ev": 9.70
}